# C3H7N

A 2-piece molecular cluster, C3H7N overall at a distorted geometry (ωB97M-V/def2-TZVPD, the OMol25 dataset).

Output
E_LUMO   1.04 eV
Energy relative to the best compared isomer or geometry (same formula, charge and spin)   266.6 kJ/mol
Spin multiplicity   1
Molecular weight   57.10 g/mol
HOMO energy   -8.842 eV
Structure (SMILES)   C#C.CN
Strongest force on any atom   3.9 eV Å⁻¹

```
11
Properties=species:S:1:pos:R:3:nbo_charge:R:1
C -0.6204 -0.4126 2.4760 -0.2517
C -0.8097 -0.0612 3.6088 -0.2194
H -0.4366 -0.6856 1.4497 0.2311
H -0.9185 0.2392 4.6361 0.2361
C 0.2258 -0.2069 -1.2695 -0.3932
N 0.5087 0.8451 -2.2030 -0.8734
H -0.5545 -0.8292 -1.8375 0.1920
H 1.2116 -0.8050 -1.2324 0.1661
H -0.1273 0.0223 -0.2890 0.1714
H 1.3681 1.3573 -2.1723 0.3713
H 0.1527 0.5366 -3.1671 0.3696
```



# C47H47N4O5TeV

C47H47N4O5TeV as an isolated structure (ωB97M-V/def2-TZVPD, the OMol25 dataset).

Output
E_LUMO (alpha / beta)   -5.82 / -5.92 eV
Energy relative to the best compared isomer or geometry (same formula, charge and spin)   16.8 kJ/mol
Spin multiplicity   3
Total charge   +2
<S²>   2.017
Molecular weight   926.46 g/mol
HOMO energy (alpha / beta)   -12.089 / -12.089 eV
Strongest force on any atom   0.9 eV Å⁻¹

```
105
Properties=species:S:1:pos:R:3:lowdin_spin:R:1
V -0.6279 0.4437 -0.4786 1.9232
C 4.6311 -2.5090 2.9473 -0.0010
C 3.7144 -1.7497 2.0281 -0.0045
C 3.9387 -1.6976 0.6539 0.0039
C 3.0975 -0.9856 -0.1854 -0.0041
C 3.3250 -0.9249 -1.6704 -0.0002
O 3.0048 -1.8778 -2.3550 0.0000
C 3.8982 0.3122 -2.2496 0.0000
C 4.3675 1.3411 -1.4354 0.0000
C 4.9113 2.4820 -2.0042 0.0000
C 4.9814 2.5995 -3.3857 0.0001
C 4.5153 1.5754 -4.2026 0.0000
C 3.9796 0.4325 -3.6367 0.0000
C 1.9756 -0.3508 0.3294 0.0087
O 1.1846 0.3350 -0.5166 -0.0133
C 1.7070 -0.4079 1.7040 -0.0038
C 2.6078 -1.0853 2.5314 0.0060
C 0.4797 0.1343 2.2993 0.0206
N -0.6047 0.2750 1.6013 -0.0132
C -1.8814 0.6364 2.2327 0.0056
C -2.9027 -0.4857 2.0466 0.0017
Te -3.0023 -2.0816 3.4834 0.0006
C -1.1649 -3.0248 3.0252 0.0002
C -0.6792 -3.0906 1.7248 -0.0001
C 0.5230 -3.7291 1.4544 0.0000
C 1.2313 -4.3445 2.4781 0.0001
C 0.7408 -4.2962 3.7747 0.0000
C -0.4449 -3.6260 4.0525 0.0000
C 0.5964 0.5623 3.7254 0.0012
C 1.3893 1.6863 3.9564 0.0014
C 1.5612 2.1618 5.2460 0.0000
C 0.9694 1.5005 6.3138 0.0007
C 0.2033 0.3670 6.0873 0.0000
C 0.0122 -0.1027 4.7955 0.0011
H 5.4175 -3.0178 2.3930 0.0000
H 4.0764 -3.2571 3.5151 -0.0003
H 5.1052 -1.8400 3.6658 -0.0003
H 4.7954 -2.2089 0.2301 0.0002
H 4.3270 1.2392 -0.3574 0.0000
H 5.2961 3.2717 -1.3735 0.0000
H 5.4136 3.4861 -3.8296 0.0000
H 4.5852 1.6676 -5.2776 0.0000
H 3.6348 -0.3857 -4.2550 0.0000
H 2.4090 -1.1294 3.5952 0.0003
H -2.2534 1.5361 1.7295 0.0003
H -1.7467 0.8898 3.2832 0.0006
H -2.7855 -0.9484 1.0668 0.0013
H -3.9093 -0.0669 2.0754 0.0000
H -1.2293 -2.6307 0.9164 -0.0001
H 0.9183 -3.7380 0.4436 0.0000
H 2.1604 -4.8564 2.2656 0.0000
H 1.2818 -4.7764 4.5792 0.0000
H -0.8037 -3.5823 5.0741 0.0000
H 1.8754 2.1846 3.1259 0.0000
H 2.1674 3.0400 5.4196 0.0000
H 1.1137 1.8640 7.3216 0.0000
H -0.2482 -0.1582 6.9176 0.0000
H -0.5795 -0.9908 4.6250 0.0000
O -7.1284 2.8717 -0.9212 0.0000
C -6.9250 1.5067 -1.1900 0.0010
C -5.4510 1.2245 -1.1699 0.0053
C -4.9680 -0.0604 -1.4050 -0.0006
C -3.6125 -0.2914 -1.3355 0.0059
N -2.7222 0.6795 -1.0895 0.0048
C -3.1811 1.9326 -0.9163 0.0042
C -4.5311 2.2335 -0.9136 0.0000
C -2.1456 2.9751 -0.7071 0.0076
C -2.4143 4.3288 -0.7830 -0.0011
C -1.3861 5.2430 -0.5878 0.0096
C -1.6652 6.7256 -0.6099 0.0017
O -2.9740 7.0094 -1.0373 0.0000
C -0.1049 4.7571 -0.3451 -0.0021
C 0.1006 3.3965 -0.3068 0.0080
N -0.8992 2.5197 -0.4791 -0.0058
H -8.0691 3.0752 -0.9591 0.0000
H -7.3169 1.2181 -2.1726 0.0003
H -7.4100 0.8671 -0.4422 0.0003
H -5.6393 -0.8817 -1.6163 -0.0001
H -3.2064 -1.2856 -1.4631 0.0002
H -4.8889 3.2315 -0.7163 -0.0001
H -3.4038 4.7005 -1.0007 -0.0002
H -0.9070 7.2318 -1.2125 0.0004
H -1.5527 7.0949 0.4151 0.0006
H -2.9599 7.4230 -1.9058 0.0000
H 0.7310 5.4276 -0.1979 -0.0003
H 1.0824 2.9694 -0.1451 0.0002
O -0.8764 -1.4690 -1.0279 0.0201
C -0.5050 -2.0746 -2.0880 0.0027
C -0.0592 -1.2867 -3.2847 0.0009
C -0.4337 -1.8980 -4.6373 0.0001
C 0.5505 -2.9679 -5.1034 0.0000
C 0.9685 -3.9238 -3.9878 0.0000
C -0.1873 -4.3713 -3.1078 -0.0002
N -0.5667 -3.3848 -2.0762 -0.0003
H 1.0244 -1.1476 -3.1987 0.0000
H -0.5161 -0.2951 -3.1836 0.0002
H -0.4839 -1.0979 -5.3757 0.0001
H -1.4453 -2.3096 -4.5753 0.0000
H 1.4442 -2.4931 -5.5121 0.0000
H 0.0941 -3.5266 -5.9226 0.0000
H 1.7380 -3.4764 -3.3551 0.0000
H 1.4175 -4.8160 -4.4250 0.0000
H 0.0930 -5.2651 -2.5530 0.0000
H -1.0723 -4.6198 -3.6980 0.0000
H -0.8959 -3.7680 -1.1952 0.0001
```